Entry 1:
Entry from the OMol25 dataset: a cluster of 2 separate species, C2H2N2OS in total at a distorted geometry (wB97M-V/def2-TZVPD).

Output
ΔE to the lowest compared entry with this formula, charge and spin (kcal per mole): 64.56
HOMO-LUMO gap (eV): 9.49
HOMO level (eV): -8.712

Last column: Löwdin charge in e.
Positions of all 8 atoms, in Å:
H  -0.549  -1.706  -0.351  0.065
C  0.458  1.177  0.395  0.120
N  -0.106  0.159  0.129  -0.221
S  -3.729  -0.564  -1.940  0.750
O  -4.098  -0.666  0.743  0.090
H  1.003  1.904  0.916  0.042
N  -0.822  -0.823  0.029  0.053
C  -3.874  -0.552  -0.392  -0.900

=====

Entry 2:
Entry from the OMol25 dataset: a structure of composition C8H36BF4O14 at a distorted geometry (wB97M-V/def2-TZVPD).

Output
Charge: -1
HOMO-LUMO gap (eV): 9.62
HOMO level (eV): -7.055

Last column: Löwdin charge in e.
Positions of all 63 atoms, in Å:
H  -1.931  4.018  -0.349  0.118
H  0.582  0.248  -1.871  0.044
H  -4.300  -0.525  0.912  0.023
H  0.214  -4.758  -0.765  0.033
O  0.989  -4.198  -0.856  -0.063
C  -2.210  2.961  -0.321  -0.201
H  1.557  2.428  -2.826  0.111
F  0.207  -1.671  -0.337  0.118
H  -0.485  -2.468  3.490  -0.003
H  -3.439  3.226  -2.085  0.114
H  2.886  2.544  -0.053  0.122
H  3.281  0.374  3.061  0.113
O  0.104  -0.362  -2.468  -0.080
H  2.312  -0.322  -3.944  0.117
H  2.720  1.177  5.401  0.111
O  1.607  0.996  -0.702  -0.142
O  1.502  1.463  2.852  -0.071
B  -0.429  -1.310  0.840  -1.209
O  0.893  0.242  5.478  -0.068
C  2.499  2.100  -0.972  -0.183
F  -1.813  -1.438  0.759  0.137
H  -1.028  1.402  -0.115  0.072
H  2.622  3.772  -2.239  0.109
H  -3.643  1.071  -0.958  0.042
C  1.669  -1.210  -4.022  -0.254
H  2.081  0.468  -0.036  -0.102
C  1.823  3.070  -1.980  -0.242
H  3.070  -1.439  0.074  0.121
H  -1.824  2.693  -2.337  0.119
O  -3.086  1.179  -1.754  -0.064
H  0.679  -3.305  -0.617  -0.004
C  -2.689  2.532  -1.687  -0.249
H  2.444  -1.949  -4.272  0.114
O  0.796  -1.162  -5.162  -0.055
H  -3.981  -3.614  1.125  0.034
O  -0.957  2.348  0.076  -0.095
H  2.731  -0.538  5.296  0.115
H  -5.152  -0.375  -0.339  0.058
O  -4.670  0.139  0.317  -0.045
F  -0.055  0.019  1.098  0.138
O  -3.936  -2.711  1.448  -0.063
C  2.196  0.340  4.927  -0.249
H  0.330  -2.316  -2.823  0.126
H  3.393  1.703  -1.469  0.110
H  0.425  1.044  5.216  0.090
O  -2.599  -1.632  -1.725  -0.051
O  0.791  3.867  -1.442  -0.073
H  1.712  -1.561  -1.930  0.106
O  2.627  -0.593  0.194  0.032
H  -3.097  -2.348  1.082  0.000
H  0.953  1.110  2.126  0.056
C  2.244  0.361  3.393  -0.226
C  0.985  -1.442  -2.739  -0.259
H  0.321  3.286  -0.814  0.040
H  -2.900  2.832  0.518  0.119
H  -0.323  -1.882  4.904  0.004
H  1.676  -0.514  3.080  0.105
H  1.715  -0.828  0.452  0.066
H  -1.813  -1.089  -1.593  0.001
H  -2.507  -2.359  -1.108  0.012
H  1.110  -0.432  -5.699  0.072
O  -0.869  -2.490  4.389  -0.078
F  -0.013  -2.168  1.900  0.110

=====

Entry 3:
Entry from the OMol25 dataset: a structure of composition C29H29AsN2O11RuS (wB97M-V/def2-TZVPD).

Output
Charge: -1
2S+1: 2
ΔE to the lowest compared entry with this formula, charge and spin (kcal per mole): 0.00
HOMO-LUMO gap (alpha / beta) (eV): 6.22 / 6.22
HOMO level (alpha / beta) (eV): -4.944 / -5.124

Last column: Löwdin charge in e.
Positions of all 74 atoms, in Å:
H  1.586  2.664  -2.368  0.033
O  2.853  -1.889  4.417  0.111
C  -0.010  2.789  0.371  -0.164
H  -2.243  -3.071  -2.991  0.111
S  0.109  -2.608  -1.520  0.485
C  -0.880  0.338  -4.159  -0.092
O  1.694  0.192  -0.902  -0.538
As  1.464  0.399  -2.556  0.900
C  1.853  6.393  2.784  -0.041
C  -0.700  -1.622  -2.782  -0.274
H  -2.366  -0.736  -0.842  0.121
C  -2.063  -0.146  -4.699  -0.090
C  -4.879  4.334  -1.307  -0.043
H  0.861  6.274  3.222  0.094
H  2.385  1.407  2.107  0.127
C  -2.335  0.342  -0.909  -0.065
C  -0.693  -1.080  4.435  -0.300
H  3.281  5.884  -0.336  0.093
H  3.987  5.551  1.246  0.081
O  -0.522  -3.899  -1.565  -0.302
C  0.319  4.134  0.453  0.060
C  -4.273  3.328  -2.294  -0.556
C  1.848  6.001  1.300  -0.559
H  -4.272  4.702  -3.970  0.086
C  0.538  -1.626  5.161  -0.251
C  1.817  2.222  1.677  -0.042
C  -3.342  1.074  -1.511  0.026
H  3.068  3.784  2.373  0.117
O  0.589  -1.990  6.305  0.130
C  -2.151  3.045  -0.952  0.052
H  2.154  7.437  2.891  0.086
O  -0.276  -1.914  -0.243  -0.438
O  2.746  0.254  -3.535  -0.450
O  0.853  2.100  -2.641  -0.275
H  -5.382  3.820  -0.486  0.093
H  -6.102  3.157  -3.415  0.086
O  -0.906  -0.259  2.104  -0.149
C  0.900  6.938  0.552  -0.066
C  2.184  3.544  1.800  0.017
H  0.879  6.722  -0.518  0.088
H  3.574  7.208  0.801  0.086
H  -2.768  4.728  -3.043  0.081
H  -3.103  3.379  -4.128  0.088
C  1.431  4.540  1.177  -0.143
H  -3.482  -1.758  -4.707  0.101
H  -0.294  4.855  -0.064  0.100
C  3.259  6.166  0.718  -0.040
C  1.707  -1.595  4.171  -0.278
C  -0.190  -0.393  -3.195  -0.240
Ru  0.279  -0.065  0.527  1.402
H  -0.119  6.876  0.941  0.088
H  -4.119  4.989  -0.878  0.077
H  1.239  7.967  0.676  0.086
C  -1.179  2.260  -0.365  -0.173
N  -1.253  0.917  -0.394  -0.004
O  -1.792  -0.916  4.924  0.088
H  -2.585  0.429  -5.454  0.098
H  -5.957  1.952  -2.135  0.089
C  -2.565  -1.370  -4.282  -0.081
H  -2.049  4.121  -0.932  0.110
C  -3.558  4.080  -3.426  -0.036
H  -0.486  1.292  -4.482  0.099
C  -5.402  2.496  -2.900  -0.063
C  -3.250  2.458  -1.574  -0.143
H  2.550  5.782  3.360  0.080
N  0.736  1.859  0.985  -0.013
C  -1.882  -2.107  -3.326  -0.064
O  1.723  -0.866  1.800  -0.109
C  -0.224  -0.790  3.091  -0.273
H  -5.022  1.778  -3.629  0.084
H  -5.611  4.962  -1.819  0.085
H  -4.176  0.538  -1.938  0.110
C  1.127  -1.092  2.915  -0.300
O  1.509  -2.519  -1.825  -0.293

=====

Entry 4:
Entry from the OMol25 dataset: a cluster of 12 separate species, C44H90Br2N2O20 in total at a distorted geometry (wB97M-V/def2-TZVPD).

Output
HOMO-LUMO gap (eV): 9.66
HOMO level (eV): -9.227

Last column: Löwdin charge in e.
Positions of all 158 atoms, in Å:
C  -2.698  -1.161  -2.656  -0.213
C  -6.457  0.724  -0.871  0.038
H  -1.810  0.397  1.204  0.073
C  0.522  1.292  5.315  -0.501
C  3.098  3.693  -0.703  -0.525
C  -0.139  4.381  0.735  -0.053
C  -1.287  -3.711  -4.917  0.039
C  -2.886  3.001  -1.047  -0.024
C  2.520  -4.382  -3.127  -0.533
H  -3.053  3.845  -1.695  0.077
H  1.171  -0.773  -6.197  0.119
O  6.994  -0.838  -2.409  -0.018
O  1.561  -4.060  -3.810  0.004
O  -2.333  -2.386  -3.293  -0.010
H  -2.959  2.108  -1.602  0.045
H  4.925  -0.482  1.651  0.109
H  -3.253  -1.327  -1.707  0.109
C  8.481  -0.213  -4.132  0.029
C  5.936  -1.653  -1.831  -0.187
H  -2.881  -4.904  1.290  0.089
O  -0.739  -1.383  -4.505  0.084
H  4.961  4.730  -0.567  0.093
H  3.308  -4.865  -1.352  0.134
H  2.869  4.933  3.704  0.070
H  4.630  -1.528  -3.488  0.077
Br  4.147  -3.934  2.182  0.601
H  1.364  -0.259  4.036  0.050
C  -5.154  1.180  -0.265  -0.530
C  -5.910  3.409  4.752  -0.583
H  -0.497  5.044  -0.073  0.097
H  0.294  -4.283  -1.799  0.098
C  -1.429  -2.337  -4.260  -0.533
H  -2.219  2.429  4.204  0.090
C  4.121  4.655  -1.268  0.038
O  -5.110  2.523  -0.020  -0.018
H  -4.414  1.387  3.745  0.125
H  -7.656  -3.352  3.281  0.095
C  -6.564  -3.460  3.281  0.012
H  3.048  -1.731  2.828  0.039
H  6.239  -2.716  -2.001  0.129
C  1.122  -4.558  -1.108  -0.061
O  0.454  0.059  -0.333  -0.004
H  3.417  4.992  2.139  0.067
H  -7.127  0.334  2.604  0.105
H  1.824  -0.872  -3.217  0.090
O  7.078  -2.255  -4.157  0.069
H  2.331  -2.412  1.422  -0.009
C  2.673  -2.634  2.387  -0.677
H  -7.571  3.107  6.168  0.105
O  4.441  2.330  2.266  -0.011
H  -2.026  -3.856  0.175  0.054
C  -2.686  -3.847  1.033  -0.065
C  0.950  3.442  0.182  -0.229
H  1.200  -3.884  -0.295  0.009
C  1.237  -0.665  -1.137  -0.482
H  4.513  4.208  -2.186  0.093
N  2.425  -4.607  -1.797  0.036
H  -2.689  1.519  6.300  0.087
C  0.211  -0.424  0.958  -0.208
C  1.329  1.382  -6.058  -0.111
H  -7.268  4.847  5.526  0.102
H  4.507  -3.568  -3.788  0.060
C  4.177  3.212  3.330  -0.190
C  3.676  -1.555  -6.489  0.022
H  8.808  -0.606  -5.096  0.080
C  -1.469  2.532  4.932  -0.258
H  2.040  -0.219  5.653  0.097
O  3.172  2.488  -0.616  0.087
O  1.988  4.298  -0.293  -0.008
H  -4.537  -3.413  -0.229  0.140
C  -4.040  -3.104  0.719  -0.205
C  -3.797  3.042  0.202  -0.209
H  5.857  -1.497  -0.735  0.112
H  3.823  -1.694  -1.957  0.030
H  -2.149  -4.314  -4.769  0.071
H  4.791  0.615  0.274  0.063
O  1.130  2.237  5.721  0.116
C  4.266  0.247  1.115  0.024
H  -7.337  1.147  -0.358  0.100
H  -6.128  -2.825  4.102  0.098
H  5.122  3.612  3.656  0.115
C  3.916  -4.526  -3.801  0.010
H  -4.048  0.433  -3.155  0.067
H  4.722  -1.565  -6.513  0.058
C  -2.221  2.509  6.223  -0.060
H  -5.967  -0.540  3.636  0.062
H  -2.132  -3.310  1.770  0.019
H  -6.202  -4.442  3.623  0.093
H  0.322  4.991  1.467  0.058
C  -0.816  0.502  1.647  -0.009
H  1.975  -3.312  4.280  0.087
C  1.110  -0.103  5.108  0.020
H  -6.205  4.069  6.718  0.086
C  -3.692  -0.513  -3.575  -0.057
H  4.480  -0.115  -2.443  0.090
H  1.651  1.928  -5.129  0.087
O  2.754  0.918  2.819  0.076
H  0.370  -0.839  5.258  0.066
H  4.517  -5.269  -3.245  0.078
H  -5.320  2.257  2.466  0.112
C  -6.056  0.244  2.893  -0.055
H  -5.509  -0.107  1.987  0.067
H  3.770  -4.788  -4.861  0.083
H  -1.592  2.525  7.127  0.083
H  -3.336  2.501  1.045  0.101
H  3.701  5.651  -1.453  0.090
H  -1.856  3.129  -0.705  0.048
H  3.404  -0.411  0.812  0.081
C  -6.817  3.877  5.834  0.015
O  1.847  -1.616  -0.670  0.043
C  3.694  1.202  2.117  -0.499
H  2.204  3.827  2.479  0.060
C  1.393  -0.120  -2.530  0.031
C  4.613  -1.193  -2.411  -0.065
H  -0.868  3.842  1.297  0.054
H  1.997  0.800  -2.512  0.090
C  3.142  -0.099  -6.285  -0.525
H  0.543  2.741  -0.631  0.142
O  -4.943  3.943  4.312  0.100
H  0.412  0.153  -2.905  0.066
C  -5.422  1.544  3.310  -0.181
H  0.241  1.412  -6.085  0.077
O  -6.217  2.153  4.391  -0.019
H  3.330  -1.788  -7.474  0.070
H  -3.979  -2.047  0.832  0.093
H  -0.532  1.533  1.532  0.052
O  -4.772  -3.535  1.815  -0.044
H  1.307  2.782  0.933  0.077
O  -4.210  0.456  -0.064  0.070
H  -6.495  -0.347  -0.815  0.075
H  -3.249  -0.221  -4.500  0.065
C  7.468  -1.246  -3.590  -0.515
C  1.544  -3.116  3.262  -0.692
Br  0.457  -4.575  2.601  0.694
O  -6.627  -2.527  1.068  0.096
H  3.785  2.665  4.215  0.123
C  3.120  4.275  2.895  -0.032
H  -2.975  3.341  6.246  0.090
H  -0.222  -1.412  0.929  0.115
H  -6.557  1.000  -1.909  0.084
H  -3.833  4.024  0.669  0.125
H  1.759  1.997  -6.892  0.094
C  -6.049  -3.141  1.929  -0.557
H  0.917  -5.506  -0.656  0.065
H  -1.789  -0.618  -2.360  0.116
N  1.784  0.019  -6.073  0.005
H  -1.084  -3.490  -5.948  0.084
H  3.155  -2.236  -5.827  0.062
H  1.176  -0.396  1.543  0.107
O  3.854  0.882  -6.316  0.034
H  -0.865  3.391  4.712  0.126
H  -0.435  -4.195  -4.456  0.052
H  0.836  -2.293  3.327  0.022
H  7.855  0.626  -4.436  0.088
O  -0.757  1.340  4.856  -0.047
H  -0.750  0.358  2.703  0.052
H  9.322  0.096  -3.533  0.077
H  -4.527  -1.215  -3.794  0.105

=====

Number 1: E_tot -660.24482 Eh. Number 2: E_tot -1804.30813 Eh. Number 3: E_tot -4788.67439 Eh. Number 4: E_tot -8492.97604 Eh.